Record 1
85
Properties=species:S:1:pos:R:3:forces:R:3:mulliken_charge:R:1 method="wB97M-V/def2-TZVPD" relative_energy_kj_mol=0.0 lumo_ha=-0.057 homo_energy_ev=-7.31
C -4.444215 1.705051 1.386920 0.011 -0.015 -0.005 -0.418
C 2.544654 3.133755 -3.285331 0.003 -0.014 0.014 -0.533
N 1.871616 -0.933580 -1.247061 -0.234 0.154 0.262 2.486
H -5.452031 1.314331 1.223244 -0.001 0.014 -0.002 0.493
Se -2.220110 -0.829570 -3.442919 0.309 0.191 0.248 0.124
C 1.217887 5.405855 0.521886 0.001 0.023 0.001 -1.587
C 2.406270 -2.030367 -0.494843 -0.014 0.025 -0.091 0.437
H 0.982544 0.822341 6.061203 -0.001 -0.001 -0.003 0.424
C -4.490511 2.803232 2.450465 -0.009 -0.003 0.000 -0.586
H 1.381097 5.694215 1.562587 0.001 -0.005 0.000 0.350
H 2.171456 5.508181 -0.001393 0.002 -0.008 -0.001 0.342
H 0.838525 -3.334732 -1.134424 0.088 -0.039 -0.084 0.192
H -1.462468 -4.477214 0.255346 0.011 -0.008 -0.020 0.357
C 2.248817 -4.331125 0.142811 -0.010 0.053 -0.095 -1.350
C -1.269580 1.081318 0.981285 0.055 -0.018 -0.012 -1.218
C 3.034836 2.081954 -2.530995 -0.066 0.030 -0.032 -0.583
H -1.423798 -3.741718 -3.244219 0.026 0.000 -0.016 0.331
C 0.681031 -3.754174 -3.709656 0.085 -0.043 0.069 0.299
C 1.774967 -4.596360 -3.890456 -0.018 -0.010 0.026 -0.337
H 4.083528 -0.932115 0.277986 -0.005 0.014 -0.010 0.504
C 1.736273 -3.242460 -0.545100 0.248 -0.147 -0.065 0.216
H 2.450582 -6.629532 -3.869711 -0.011 -0.010 -0.002 0.365
C 0.481654 1.938732 -3.491050 0.017 -0.046 -0.033 -0.818
C 3.575505 -1.884682 0.246928 -0.065 -0.037 0.019 -0.732
H 2.627588 3.049260 0.555963 0.000 -0.008 0.003 0.452
N 0.450393 -6.535108 -3.398359 0.019 0.025 -0.015 -0.664
C 3.407653 -4.196366 0.891269 0.016 0.006 0.021 -0.646
H -1.824387 -3.485271 1.683889 -0.007 0.002 -0.011 0.363
H -2.384837 3.214359 2.918419 -0.004 -0.008 0.001 0.034
H 0.505940 3.713717 -0.620628 0.009 0.006 -0.008 -0.077
O -0.201507 -1.779418 0.741258 -0.349 0.329 0.119 -0.375
N -0.073176 1.267518 1.571466 0.022 -0.052 -0.017 1.584
C -0.192432 1.059597 2.934341 -0.041 -0.043 0.073 1.045
H 0.521086 6.121605 0.085252 -0.006 -0.008 -0.002 0.416
C -1.843583 -3.512934 0.597076 -0.065 -0.002 0.044 -1.772
H -1.387083 0.347901 6.495346 0.002 -0.001 -0.002 0.422
H -3.454345 4.591487 3.108450 -0.002 -0.006 0.002 0.465
H -4.118854 2.126263 0.432674 0.002 -0.003 0.001 0.156
C 1.249414 3.056754 -3.769382 -0.011 0.005 -0.018 -0.987
H -3.933297 0.012378 2.625146 0.004 -0.016 -0.015 0.680
H -5.363085 3.426159 2.241207 -0.004 -0.005 0.006 0.415
C -3.260098 3.709147 2.497292 0.019 0.023 -0.016 -0.848
O -1.079388 -2.293501 -1.258251 0.036 0.206 0.208 -0.166
C 2.203489 1.000744 -2.293875 0.084 -0.031 0.084 -0.339
H 2.750963 -4.194273 -4.129192 -0.005 0.014 0.004 0.384
H -0.524968 1.847722 -3.866182 -0.011 -0.003 0.000 0.365
C -0.590366 -5.718946 -3.238015 -0.021 0.010 0.006 -0.461
C -1.825926 0.203341 -4.909951 -0.042 -0.124 -0.105 0.319
C 1.177201 1.530543 0.884407 0.051 -0.020 -0.008 0.172
H -3.038838 0.308321 4.658761 0.002 0.001 0.000 0.380
N -2.171700 0.815865 1.946794 -0.013 -0.152 -0.041 1.247
C 4.064894 -2.972356 0.946723 0.024 -0.010 0.023 -0.850
C 0.744795 1.081486 3.956403 0.004 0.013 0.011 -0.900
C -3.576319 0.497381 1.716001 -0.062 0.019 0.037 -1.155
H 4.967073 -2.868017 1.534952 -0.002 0.001 0.004 0.399
H 0.991749 1.302648 -0.162167 -0.029 0.034 0.065 -1.323
Rh -0.089307 -0.723897 -2.096042 -0.366 0.273 -0.228 0.442
H 1.788584 1.290703 3.765998 -0.002 -0.001 -0.004 0.462
H 3.164090 3.995730 -3.492984 -0.004 0.003 -0.004 0.425
H -2.862933 -3.415952 0.224679 -0.006 -0.014 0.004 0.357
N 0.950945 0.917638 -2.769878 -0.118 0.050 -0.065 0.864
N 2.706282 -0.045263 -1.508437 -0.009 -0.099 -0.190 -0.903
C -0.537071 -4.341310 -3.389156 -0.047 0.036 -0.005 -0.084
H 0.818846 3.844891 -4.369927 0.011 0.008 0.004 0.489
H -3.616113 -0.231213 0.905106 0.004 0.031 -0.014 0.169
C 1.648349 2.969458 1.039572 -0.016 0.002 0.006 -0.854
H -4.670019 2.359316 3.435979 0.013 0.005 0.002 0.240
H 4.033972 2.068723 -2.121254 0.006 -0.009 0.000 0.607
Se 0.936373 -1.880501 -3.952740 0.255 -0.249 -0.362 -0.009
Se -1.665502 1.096817 -0.843010 0.248 -0.381 0.173 -0.226
C -1.064583 0.545543 5.482049 -0.024 -0.001 -0.007 -0.784
H 3.802683 -5.044762 1.434964 0.002 0.002 0.001 0.429
C 0.689080 3.981775 0.424644 0.006 -0.012 -0.002 0.772
C -0.972036 -2.417195 0.032975 -0.082 -0.037 -0.045 0.585
C -1.532704 0.772122 3.176551 0.044 0.073 0.055 0.390
H 1.913430 0.817364 1.261975 -0.005 0.003 -0.011 0.546
C 1.605066 -5.962816 -3.734411 -0.002 -0.018 0.014 -0.394
N -1.603415 0.873487 -5.824965 0.029 0.031 0.052 -0.617
C -1.997685 0.520502 4.459002 0.011 -0.003 0.015 -1.015
H -0.281770 3.913285 0.924278 -0.005 -0.004 -0.006 -0.183
C 0.284332 0.817750 5.235154 0.014 0.009 -0.015 -0.871
H 1.739722 -5.284351 0.083392 0.003 0.003 0.011 0.495
H -1.531754 -6.190713 -2.974982 0.007 -0.014 0.000 0.409
H -2.998732 4.052082 1.492923 -0.011 0.003 -0.002 0.236
H 1.805295 3.201448 2.097955 0.004 0.007 -0.001 0.527

Record 2
89
Properties=species:S:1:pos:R:3:forces:R:3:mulliken_charge:R:1 method="wB97M-V/def2-TZVPD" multiplicity=6 lumo_ha="-0.026 / -0.026" homo_energy_ev="-6.92 / -7.25" s_squared=8.75
H 2.268684 -6.197465 1.012294 0.019 0.019 -0.021 0.240
N 0.648319 0.263928 2.614939 -0.387 -0.219 0.650 0.251
C -3.809283 3.889366 -1.129503 0.134 0.045 -0.065 -0.222
H 4.214912 -5.109499 1.220773 0.055 0.003 -0.010 0.428
H -1.567121 -0.955243 -0.035160 -0.105 0.028 -0.010 0.120
H -0.381281 -1.504307 -2.578790 0.000 0.030 0.000 0.288
C 1.570640 0.912227 3.535889 0.058 0.380 -0.279 -1.094
H -6.680464 1.968937 1.033333 -0.021 -0.026 0.004 0.398
C 2.773209 -2.053219 0.567010 -0.524 -0.489 0.019 0.563
H -2.510589 3.306573 -4.065476 0.004 0.109 -0.092 0.275
H 3.747261 1.035053 -2.526009 -0.016 -0.003 0.027 0.337
H -6.268360 0.367013 0.408051 -0.009 -0.005 0.028 0.373
As 1.344918 0.313831 -2.087519 0.051 -0.029 -0.933 0.885
H -1.690707 0.606150 0.423971 0.017 0.056 -0.051 -0.160
H -2.422437 -7.970876 0.576561 -0.022 0.019 0.009 0.392
H -5.032748 3.894319 0.617168 -0.004 0.006 -0.015 0.409
N -1.003883 5.229686 -1.958296 -0.103 0.116 -0.007 0.002
C 5.232968 -3.253544 1.162391 0.166 -0.388 0.087 -0.422
C -4.970293 1.944150 -0.268563 -0.053 -0.020 0.010 0.765
C 4.129683 -4.042438 1.061878 -0.074 -0.078 0.034 -1.412
N -1.216367 -0.266937 0.621065 0.217 -0.244 -0.100 0.049
H 1.073940 1.237105 4.448931 0.048 0.031 0.038 0.427
H -0.632903 6.159758 -2.066861 0.101 -0.017 -0.116 0.243
H 0.424741 -2.655576 0.382575 0.103 0.159 0.011 -0.519
C 2.874925 -3.453574 0.774567 0.663 0.484 -0.036 0.602
H -0.821611 6.402498 0.410350 -0.018 -0.008 0.006 0.466
C 5.170988 -1.857365 1.010623 -0.263 0.017 -0.039 -0.699
C -4.466707 1.213547 -1.338642 -0.022 0.048 0.015 -0.785
C -0.727079 4.588934 -0.739719 -0.210 -0.217 0.182 0.141
Br 6.912847 -4.057890 1.552486 -0.111 0.108 -0.038 -0.219
N -0.365657 2.575823 0.505010 0.009 0.213 -0.106 0.827
C -1.542852 4.759965 -3.140832 0.114 0.057 -0.131 0.173
C 2.284776 2.125066 2.868020 -0.289 -0.438 0.431 0.662
H -2.526152 -0.543995 2.301480 0.025 -0.016 -0.004 0.334
H 5.161980 0.767912 1.926324 -0.043 -0.055 0.011 0.462
N -2.382476 3.664221 -3.132919 0.035 -0.130 0.024 -0.061
Mn 1.153450 0.586160 0.659385 -0.254 0.478 0.166 1.189
C -2.540564 -5.839389 0.363113 -0.045 0.177 -0.034 -0.676
H 3.215197 -0.124323 -3.763336 -0.051 -0.010 -0.001 0.483
H -5.294288 1.106141 1.685437 -0.019 -0.024 -0.015 0.286
O 2.206936 2.146846 1.582446 0.184 0.103 -0.371 -0.696
C -5.854777 1.307875 0.769449 0.075 0.049 0.010 -1.516
O -1.125400 0.437678 4.095297 -0.112 -0.122 -0.015 -0.779
H -0.544102 5.194876 2.578326 -0.002 -0.013 0.004 0.509
H 4.375081 1.934691 0.854678 -0.022 -0.036 0.020 0.283
H -0.405989 1.240112 -3.688390 -0.055 0.045 0.009 0.194
C -3.624973 1.795801 -2.273574 0.098 -0.019 -0.006 -0.400
H -1.228447 -1.734088 2.122765 -0.031 -0.020 -0.041 0.138
C -0.493662 -4.663332 0.496239 0.067 -0.385 0.036 0.688
H -3.245179 1.203094 -3.098688 0.056 0.005 0.012 0.363
H 5.623322 0.823212 0.197545 -0.038 -0.048 0.016 0.459
C 1.684024 -4.211366 0.705093 -0.678 -0.227 -0.115 0.675
H 0.036235 -8.013547 0.889938 -0.035 -0.010 -0.008 0.413
C 3.959494 -1.278586 0.728455 0.366 0.363 0.079 -0.125
C -1.481309 -0.675936 2.009664 -0.041 0.131 0.168 -0.192
C -0.489841 3.221930 -0.649433 -0.233 0.079 -0.069 -0.906
O 1.656718 -1.489480 0.263936 0.373 0.080 -0.040 -0.352
C 0.179646 -5.872599 0.699246 -0.255 0.133 -0.064 0.114
H 3.672805 -0.691604 -2.143108 0.015 0.010 0.044 0.256
C -0.554456 4.657535 1.640773 -0.018 0.063 -0.020 -1.287
H 1.077606 0.867070 -4.583362 0.027 -0.056 0.051 0.534
C -3.264631 3.135740 -2.166219 0.051 -0.015 0.269 0.290
O -1.264022 5.304256 -4.194484 -0.052 -0.030 0.079 -0.695
H 2.373664 0.216550 3.810047 -0.038 -0.004 0.107 0.279
H 0.967585 2.355161 -3.625800 -0.002 -0.004 0.038 0.410
C -4.634229 3.292672 -0.191424 0.022 -0.075 -0.003 -0.701
C -1.867059 -4.627641 0.328350 -0.080 0.028 -0.004 -0.521
C -0.612178 0.091314 3.025613 0.432 0.043 -0.109 0.157
O 3.737823 0.046799 0.592091 -0.008 -0.229 -0.106 0.175
H -0.436835 2.616850 -1.544511 -0.010 0.016 -0.107 0.548
O 2.869756 2.936990 3.574171 0.034 -0.056 -0.200 -0.784
C -0.696504 5.326129 0.439366 -0.123 -0.079 -0.042 -0.641
H -0.372288 2.719422 2.561288 0.055 0.007 -0.030 0.511
H 0.950376 -1.578475 -3.751670 -0.007 0.039 -0.001 0.521
H -3.614080 -5.849271 0.233296 0.002 0.002 0.011 0.415
H 1.169126 -2.217017 -2.105848 0.015 -0.004 0.013 0.184
H -4.735242 0.168387 -1.444084 -0.003 0.008 -0.011 0.349
H 6.068061 -1.269777 1.132388 -0.027 0.048 -0.009 0.612
C 0.700676 -1.436194 -2.700252 -0.008 0.028 0.112 -1.138
C -0.436660 3.278408 1.635196 0.068 -0.095 0.095 -0.400
C 0.681603 1.304200 -3.666943 0.020 0.042 0.267 -1.205
C -0.490548 -7.081604 0.733181 -0.041 -0.074 0.021 -0.970
C 4.800430 0.937723 0.910192 0.188 0.237 -0.047 -1.403
H -2.392453 -3.692918 0.184436 -0.006 -0.008 -0.003 0.467
N 1.524372 -5.551039 0.818381 0.238 0.121 0.096 -0.041
H -3.598570 4.946100 -1.056866 0.103 0.063 -0.001 0.461
C 3.194481 0.112818 -2.700171 -0.011 0.000 0.142 -1.238
C -1.866847 -7.043390 0.559599 0.211 -0.122 0.029 -0.479
N 0.470882 -3.675137 0.501354 0.061 -0.181 0.043 0.662